Computed, not measured: a molecular structure, C39H34MoOP2S3, with ωB97M-V/def2-TZVPD.

Geometry as ORCA input:
```
! RIJCOSX wB97M-V def2-TZVPD def2/J DEFGRID3
* xyz 4 1
Mo 0.8105 -1.4276 -0.3709
S 2.8898 -1.7142 -1.0839
P 2.7796 0.4801 -0.8844
C 1.0213 0.5459 -0.5686
P 0.3534 0.9711 1.0427
S 0.8404 -0.9134 1.8780
C 1.0363 2.2770 1.9773
C 0.7717 3.5775 1.5175
C 1.1970 4.6470 2.2819
C 1.8685 4.4199 3.4832
C 2.1326 3.1279 3.9255
C 1.7271 2.0401 3.1699
C -1.3953 1.0289 0.8700
C -2.1488 1.3332 2.0097
C -3.5293 1.3153 1.9235
C -4.1500 1.0021 0.7149
C -3.3995 0.7045 -0.4174
C -2.0149 0.7178 -0.3483
C 3.2123 1.1038 -2.4481
C 2.2361 1.5607 -3.3489
C 2.6445 2.0344 -4.5790
C 4.0006 2.0290 -4.9078
C 4.9632 1.5639 -4.0130
C 4.5817 1.0917 -2.7729
C 3.8358 0.9472 0.4266
C 4.3170 0.0326 1.3712
C 5.1814 0.4800 2.3525
C 5.5429 1.8250 2.3947
C 5.0526 2.7345 1.4606
C 4.1990 2.3053 0.4610
H 0.2268 3.7549 0.5961
H 0.9934 5.6579 1.9548
H 2.1850 5.2641 4.0827
H 2.6482 2.9701 4.8633
H 1.9422 1.0359 3.5147
H -1.6683 1.5936 2.9459
H -4.1249 1.5621 2.7923
H -5.2307 1.0164 0.6518
H -3.8925 0.5031 -1.3604
H -1.4376 0.5558 -1.2528
H 1.1860 1.5721 -3.0810
H 1.9177 2.4161 -5.2829
H 4.3114 2.3942 -5.8785
H 6.0099 1.5732 -4.2857
H 5.3291 0.7373 -2.0726
H 4.0498 -1.0174 1.3305
H 5.5893 -0.2162 3.0730
H 6.2304 2.1652 3.1592
H 5.3576 3.7719 1.4976
H 3.8434 3.0060 -0.2853
O -0.5223 -2.6650 -0.7515
S -1.4839 -3.9890 -0.7021
C -2.0894 -4.1670 -2.4134
C -2.8963 -3.0465 -2.9682
C -4.2855 -3.1498 -2.9847
C -5.0492 -2.1570 -3.5808
C -4.4261 -1.0595 -4.1577
C -3.0388 -0.9512 -4.1430
C -2.2757 -1.9414 -3.5493
C -2.8854 -3.3263 0.1572
C -2.5987 -3.0716 1.6216
C -1.4508 -3.5012 2.2757
C -1.2981 -3.2767 3.6420
C -2.2909 -2.6173 4.3523
C -3.4403 -2.1917 3.6989
C -3.5955 -2.4167 2.3376
H -2.6663 -5.0936 -2.2804
H -1.1935 -4.4228 -2.9831
H -4.7689 -4.0282 -2.5706
H -6.1258 -2.2490 -3.6249
H -5.0183 -0.2983 -4.6480
H -2.5663 -0.1129 -4.6378
H -1.1915 -1.8985 -3.6075
H -3.6680 -4.0810 -0.0014
H -3.1607 -2.4265 -0.4015
H -0.6843 -4.0814 1.7669
H -0.4238 -3.6557 4.1556
H -2.1856 -2.4649 5.4183
H -4.2331 -1.7097 4.2560
H -4.5103 -2.1075 1.8436
*
```

E	-95939.9851	eV
E_HOMO (spin up / spin down)	-18.8 / -18.8	eV
molar mass	772.789	g/mol

=====

Computed, not measured: a molecular structure, C39H34N11OP2PtS, with ωB97M-V/def2-TZVPD.

Geometry as ORCA input:
```
! RIJCOSX wB97M-V def2-TZVPD def2/J DEFGRID3
* xyz 1 5
Pt 1.5793 -0.1134 -0.0504
O 3.9439 -0.1454 -0.5047
N 4.5692 -0.9835 0.2508
C 5.6271 -0.5871 0.9831
C 6.2449 -1.4492 1.8516
C 5.7870 -2.7625 1.9702
C 4.7341 -3.1749 1.1873
C 4.1130 -2.2648 0.3328
S 2.7116 -2.6181 -0.5729
H 5.9195 0.4446 0.8582
H 7.0650 -1.0922 2.4511
H 6.2468 -3.4344 2.6757
H 4.3382 -4.1756 1.2344
N 3.7282 1.9256 2.1221
C 3.3649 0.6898 2.5611
N 3.9483 0.0241 3.5527
N 3.3069 -1.1214 3.6174
N 2.3793 -1.1940 2.7362
N 2.3723 -0.0701 2.0331
C 3.3524 2.4003 0.9065
N 3.9058 3.4173 0.2530
N 3.2773 3.4752 -0.8945
N 2.3799 2.5659 -0.9843
N 2.3746 1.8701 0.1387
H 4.4827 2.3975 2.6039
C -1.8973 -0.9640 0.2325
N -2.6423 -0.0108 -0.5365
C -1.9572 1.0280 -1.2449
P -0.4849 1.7294 -0.3056
C -1.2267 2.1970 1.2900
C -2.3351 3.0363 1.3730
C -2.8237 3.3976 2.6152
C -2.2256 2.9226 3.7747
C -1.1318 2.0739 3.6952
C -0.6350 1.7165 2.4541
C -0.2255 3.2947 -1.1684
C -0.0599 3.2983 -2.5548
C 0.3007 4.4612 -3.2033
C 0.4965 5.6271 -2.4781
C 0.3555 5.6222 -1.0996
C 0.0129 4.4582 -0.4397
C -4.0243 -0.0659 -0.5407
C -4.7550 0.4491 -1.6205
C -6.1315 0.3662 -1.6337
C -6.8136 -0.2387 -0.5896
C -6.1006 -0.7416 0.4876
C -4.7247 -0.6514 0.5237
P -0.2684 -1.5388 -0.4955
C -0.5991 -1.8340 -2.2487
C 0.2772 -1.2789 -3.1792
C 0.0873 -1.5115 -4.5296
C -0.9772 -2.2935 -4.9515
C -1.8617 -2.8285 -4.0263
C -1.6812 -2.6009 -2.6740
C -0.1301 -3.1561 0.3170
C 0.0871 -4.3494 -0.3692
C 0.3907 -5.4990 0.3402
C 0.4797 -5.4672 1.7218
C 0.2587 -4.2815 2.4065
C -0.0393 -3.1282 1.7093
H -2.5073 -1.8647 0.3735
H -1.6405 -0.5613 1.2285
H -2.6476 1.8578 -1.4303
H -1.5678 0.6665 -2.2102
H -2.7935 3.4229 0.4742
H -3.6699 4.0642 2.6824
H -2.6087 3.2225 4.7374
H -0.6592 1.6960 4.5904
H 0.2303 1.0674 2.3701
H -0.1908 2.3848 -3.1150
H 0.4439 4.4597 -4.2739
H 0.7700 6.5365 -2.9885
H 0.5349 6.5241 -0.5349
H -0.0597 4.4477 0.6390
H -4.2413 0.8809 -2.4651
H -6.6757 0.7642 -2.4741
H -7.8879 -0.3168 -0.6164
H -6.6239 -1.1998 1.3112
H -4.1952 -1.0033 1.3951
H 1.1094 -0.6693 -2.8297
H 0.7679 -1.0930 -5.2548
H -1.1183 -2.4917 -6.0030
H -2.6906 -3.4337 -4.3598
H -2.3651 -3.0255 -1.9520
H 0.0369 -4.3763 -1.4486
H 0.5953 -6.4159 -0.1912
H 0.7355 -6.3627 2.2669
H 0.3477 -4.2468 3.4801
H -0.1791 -2.1946 2.2373
*
```

E	-92080.3668	eV
ΔE to the lowest compared entry with this formula, charge and spin	41.6	kcal per mole
E_HOMO (spin up / spin down)	-10.0 / -10.2	eV
molar mass	961.870	g/mol

=====

Computed, not measured: a molecular structure, C39H35As2IrN9O2S, with ωB97M-V/def2-TZVPD.

Geometry as ORCA input:
```
! RIJCOSX wB97M-V def2-TZVPD def2/J DEFGRID3
* xyz 3 1
Ir -0.8069 0.0008 -0.4008
N -2.9829 0.0396 0.1487
N -3.7278 -0.9830 -0.4360
C -3.1163 -1.8834 -1.2282
N -3.8424 -2.8353 -1.7675
N -1.7915 -1.6843 -1.3867
N -1.0992 -2.5376 -2.2707
O -1.6851 -3.4603 -2.8017
O 0.0625 -2.2694 -2.4325
H -3.0387 -0.0442 1.1646
H -3.3521 0.9470 -0.1325
H -4.7135 -1.0510 -0.2270
H -4.8355 -2.8958 -1.6040
H -3.3932 -3.4989 -2.3870
C 0.7826 -2.7148 0.5558
C 2.0148 -1.9492 0.0835
As 1.5577 -0.2697 -0.8320
C 2.2800 -0.3821 -2.5914
C 1.5358 -0.0475 -3.7149
C 2.1173 -0.1385 -4.9711
C 3.4341 -0.5585 -5.0947
C 4.1761 -0.8874 -3.9683
C 3.6032 -0.7996 -2.7078
C 2.6256 1.0795 0.0145
C 2.5501 1.2457 1.3884
C 3.2955 2.2271 2.0210
C 4.1074 3.0657 1.2667
C 4.1826 2.9070 -0.1098
C 3.4401 1.9176 -0.7435
As -0.3719 -1.5316 1.5806
C -2.0082 -2.4988 1.8845
C -2.9025 -1.9604 2.8128
C -4.1179 -2.5876 3.0541
C -4.4380 -3.7573 2.3729
C -3.5414 -4.3017 1.4631
C -2.3288 -3.6698 1.2077
C 0.4832 -1.6260 3.3169
C 1.0437 -0.5644 4.0189
C 1.7087 -0.8113 5.2135
C 1.8017 -2.1046 5.7021
C 1.2194 -3.1574 5.0085
C 0.5476 -2.9247 3.8188
H 1.0721 -3.5848 1.1456
H 0.2093 -3.0665 -0.2944
H 2.5743 -2.5678 -0.6181
H 2.6820 -1.6715 0.9014
H 0.5072 0.2706 -3.6136
H 1.5448 0.1135 -5.8539
H 3.8865 -0.6306 -6.0746
H 5.2028 -1.2122 -4.0697
H 4.1928 -1.0496 -1.8330
H 1.9310 0.5796 1.9663
H 3.2575 2.3350 3.0984
H 4.6897 3.8365 1.7538
H 4.8290 3.5476 -0.6947
H 3.5108 1.7971 -1.8167
H -2.6368 -1.0732 3.3825
H -4.8001 -2.1834 3.7906
H -5.3764 -4.2577 2.5729
H -3.7740 -5.2354 0.9668
H -1.6287 -4.1228 0.5153
H 0.9584 0.4539 3.6724
H 2.1462 0.0102 5.7647
H 2.3157 -2.2938 6.6347
H 1.2827 -4.1657 5.3950
H 0.0807 -3.7532 3.2999
S -0.4106 7.2281 -2.0781
N -0.2112 6.4754 -0.6718
C -0.4626 5.1928 -0.8898
C -0.4234 4.1452 0.1147
C -0.1493 4.3608 1.4682
C -0.1873 3.2904 2.3329
C -0.4544 2.0194 1.8381
N -0.7040 1.7918 0.5459
C -0.6998 2.8511 -0.3086
C -1.0291 2.5593 -1.6860
N -1.2749 1.2577 -1.9691
C -1.5893 0.9158 -3.2196
C -1.6910 1.8586 -4.2386
C -1.4465 3.1865 -3.9593
C -1.1059 3.5537 -2.6543
C -0.8081 4.9094 -2.2293
N -0.8157 5.9814 -3.0081
H 0.0760 5.3629 1.8113
H -0.0056 3.4187 3.3908
H -0.5051 1.1684 2.4999
H -1.7741 -0.1316 -3.4082
H -1.9529 1.5349 -5.2361
H -1.5081 3.9492 -4.7257
*
```

E	-193844.0697	eV
ΔE to the lowest compared entry with this formula, charge and spin	14.3	kcal per mole
E_HOMO	-16.3	eV
molar mass	1035.898	g/mol

=====

Computed, not measured: a molecular structure, C39H35BIrN6O2PS2, with ωB97M-V/def2-TZVPD.

Geometry as ORCA input:
```
! RIJCOSX wB97M-V def2-TZVPD def2/J DEFGRID3
* xyz 1 2
Ir -0.9294 -0.2449 2.1537
C -2.5620 3.8427 -4.7978
C -2.4144 3.5576 -3.3300
C -3.0907 4.3345 -2.3914
C -2.9698 4.0859 -1.0346
C -2.1554 3.0459 -0.6131
C -1.4732 2.2575 -1.5251
C -1.6050 2.5163 -2.8783
S -1.9316 2.7334 1.1053
O -0.5335 2.9258 1.4041
O -2.8995 3.5032 1.8240
N -2.2017 1.1196 1.2989
C -3.4783 0.6267 0.9656
C -4.5497 1.3399 0.4714
C -5.7661 0.7032 0.1536
C -5.9465 -0.6362 0.3366
C -4.8846 -1.3983 0.8701
C -4.9803 -2.7779 1.1397
C -3.9195 -3.4501 1.6877
C -2.7462 -2.7496 1.9702
N -2.6182 -1.4535 1.7161
C -3.6671 -0.7599 1.1733
H -3.6066 3.7702 -5.1029
H -1.9826 3.1443 -5.3991
H -2.2253 4.8536 -5.0313
H -3.7198 5.1491 -2.7286
H -3.4844 4.6980 -0.3055
H -0.8630 1.4392 -1.1626
H -1.0794 1.9008 -3.5977
H -4.4895 2.4077 0.3469
H -6.5738 1.3096 -0.2337
H -6.8857 -1.1189 0.1028
H -5.9063 -3.2941 0.9176
H -3.9675 -4.5049 1.9145
H -1.8922 -3.2469 2.4071
S 0.2609 1.0274 3.4847
C 1.7211 0.8555 2.1805
N 2.1195 2.1303 1.7303
C 3.2017 2.7482 2.2459
C 4.0688 2.0722 3.0386
C 3.8145 0.6800 3.1640
N 2.7508 0.0818 2.7269
H 1.4125 2.6611 1.2372
H 3.3365 3.7809 1.9542
H 4.9530 2.5335 3.4455
H 4.5677 0.0360 3.6101
B 1.0334 -4.0077 4.2474
C 0.4143 -2.7615 3.5282
N -0.0757 -1.8664 2.9857
H 0.2640 -4.2914 5.1348
H 1.1042 -4.8715 3.4019
H 2.1182 -3.6683 4.6627
N 0.8611 0.1493 1.2183
P 1.6285 -0.6322 -0.0330
C 2.4469 -2.2219 0.2040
C 2.8582 -2.8800 -0.9626
C 3.5044 -4.0982 -0.8804
C 3.7335 -4.6817 0.3614
C 3.3288 -4.0366 1.5166
C 2.6933 -2.8034 1.4420
C 0.4777 -0.8782 -1.4034
C 0.9397 -0.6861 -2.7088
C 0.1180 -0.9624 -3.7903
C -1.1745 -1.4236 -3.5865
C -1.6374 -1.6227 -2.2950
C -0.8108 -1.3637 -1.2136
C 2.9048 0.5022 -0.6134
C 2.5571 1.6758 -1.2839
C 3.5373 2.5771 -1.6580
C 4.8707 2.3162 -1.3604
C 5.2203 1.1523 -0.6941
C 4.2401 0.2437 -0.3193
H 2.6801 -2.4486 -1.9390
H 3.8224 -4.5976 -1.7857
H 4.2265 -5.6430 0.4223
H 3.4885 -4.4834 2.4879
H 2.4242 -2.2864 2.3465
H 1.9385 -0.3131 -2.8917
H 0.4910 -0.8120 -4.7946
H -1.8146 -1.6346 -4.4328
H -2.6406 -1.9913 -2.1232
H -1.1743 -1.5611 -0.2195
H 1.5224 1.8910 -1.5145
H 3.2625 3.4828 -2.1825
H 5.6370 3.0215 -1.6540
H 6.2573 0.9457 -0.4660
H 4.5150 -0.6654 0.2005
*
```

E	-88515.6137	eV
ΔE to the lowest compared entry with this formula, charge and spin	26.8	kcal per mole
E_HOMO (spin up / spin down)	-10.9 / -10.9	eV
molar mass	917.886	g/mol

=====

Computed, not measured: a molecular structure, C39H35Br2CaN2O2P2S2, with ωB97M-V/def2-TZVPD.

Geometry as ORCA input:
```
! RIJCOSX wB97M-V def2-TZVPD def2/J DEFGRID3
* xyz -1 1
Ca -1.1967 -0.2047 0.0597
S -0.1038 2.1976 -1.5118
P 1.4704 1.4717 -0.4429
C 1.3286 -0.0685 0.1371
P 1.5198 -1.5156 -0.6222
S -0.1588 -2.3194 -1.5174
C 2.0743 -2.7804 0.5790
C 2.1147 -4.1305 0.2383
C 2.5662 -5.0691 1.1509
C 2.9699 -4.6673 2.4210
C 2.9196 -3.3266 2.7681
C 2.4765 -2.3842 1.8464
C 2.8569 -1.5581 -1.8732
C 4.1447 -1.9634 -1.5379
C 5.1753 -1.8811 -2.4644
C 4.9296 -1.3742 -3.7318
C 3.6480 -0.9596 -4.0701
C 2.6165 -1.0601 -3.1494
C 1.6285 2.6218 0.9768
C 1.1749 2.2189 2.2279
C 1.1998 3.0977 3.3032
C 1.6987 4.3825 3.1412
C 2.1690 4.7854 1.8967
C 2.1272 3.9112 0.8210
C 3.0292 1.8059 -1.3516
C 3.0446 2.4374 -2.5874
C 4.2465 2.6718 -3.2446
C 5.4424 2.2798 -2.6635
C 5.4345 1.6486 -1.4246
C 4.2345 1.4115 -0.7749
H 1.7741 -4.4389 -0.7431
H 2.5947 -6.1171 0.8781
H 3.3139 -5.4019 3.1393
H 3.2209 -3.0098 3.7594
H 2.4198 -1.3296 2.0927
H 4.3543 -2.3419 -0.5442
H 6.1728 -2.2019 -2.1881
H 5.7352 -1.2985 -4.4524
H 3.4513 -0.5527 -5.0547
H 1.6149 -0.7383 -3.4118
H 0.8083 1.2058 2.3561
H 0.8323 2.7696 4.2680
H 1.7250 5.0678 3.9801
H 2.5669 5.7843 1.7628
H 2.4842 4.2411 -0.1479
H 2.0992 2.7331 -3.0276
H 4.2480 3.1568 -4.2136
H 6.3817 2.4577 -3.1738
H 6.3648 1.3283 -0.9709
H 4.2243 0.9002 0.1815
C -3.6337 -2.0601 -2.0319
C -3.9353 -2.3455 -0.5904
C -4.9251 -3.2960 -0.2476
C -5.1802 -3.5598 1.0627
C -4.4675 -2.8685 2.0698
C -4.6747 -3.0500 3.4619
Br -5.9588 -4.3012 4.0920
C -3.9571 -2.3241 4.3651
C -3.0057 -1.3890 3.9351
Br -2.0630 -0.4000 5.2415
C -2.7238 -1.1444 2.5919
O -1.8597 -0.2972 2.1830
C -3.5012 -1.9353 1.6442
N -3.2481 -1.7059 0.3244
H -4.5175 -2.2278 -2.6499
H -2.8322 -2.7098 -2.3883
H -3.3022 -1.0308 -2.1637
H -5.4632 -3.8046 -1.0368
H -5.9275 -4.2881 1.3470
H -4.1156 -2.4599 5.4262
C -3.8270 2.9230 -2.5079
N -4.2737 2.9160 -1.1239
C -5.1807 3.9662 -0.7096
C -3.7208 2.0459 -0.2524
C -4.0580 2.1766 1.2092
O -2.9499 1.1725 -0.6430
H -3.5896 3.9455 -2.8055
H -4.6049 2.5329 -3.1698
H -2.9329 2.3129 -2.5969
H -5.7718 4.2729 -1.5717
H -4.6491 4.8438 -0.3297
H -5.8704 3.6139 0.0546
H -3.9912 3.2079 1.5552
H -3.3772 1.5458 1.7778
H -5.0789 1.8288 1.3884
*
```

E	-246866.3959	eV
ΔE to the lowest compared entry with this formula, charge and spin	6.2	kcal per mole
E_HOMO	-4.1	eV
molar mass	889.689	g/mol